(1)
Molecular formula: C33H42GeN2PPdSSe
Method: DFT, the ωB97M-V functional and the def2-TZVPD basis

ORCA input file:
```
! RIJCOSX wB97M-V def2-TZVPD def2/J DEFGRID3
* xyz 1 1
Pd -0.4197 0.6808 -0.1034
C 1.0126 4.3834 3.5341
C 0.1504 4.8443 2.3816
C 0.0046 6.2143 2.1683
C -0.7685 6.7201 1.1330
C -1.4356 5.8582 0.2760
C -1.3079 4.4937 0.4593
C -0.5217 3.9820 1.4946
P -0.4367 2.1836 1.5687
C 1.2735 1.7161 2.0458
C 1.5063 0.8190 3.0838
C 2.7833 0.3379 3.3307
C 3.8400 0.7502 2.5404
C 3.6158 1.6447 1.5045
C 2.3473 2.1437 1.2339
C 2.1791 3.1270 0.0977
C -1.4918 1.5298 2.8641
C -1.9967 2.2240 3.9634
C -2.7924 1.5509 4.8741
C -3.0725 0.2020 4.6768
C -2.5836 -0.4717 3.5682
C -1.8048 0.2022 2.6304
C -1.3038 -0.4566 1.3718
H 1.0791 5.1677 4.2876
H 2.0277 4.1577 3.1994
H 0.6260 3.4863 4.0128
H 0.5113 6.8981 2.8401
H -0.8522 7.7913 1.0014
H -2.0471 6.2464 -0.5280
H -1.8133 3.8051 -0.2110
H 0.6858 0.4953 3.7117
H 2.9466 -0.3552 4.1466
H 4.8396 0.3791 2.7296
H 4.4462 1.9697 0.8867
H 2.9941 3.0274 -0.6204
H 2.1805 4.1591 0.4556
H 1.2401 2.9841 -0.4401
H -1.7729 3.2754 4.0962
H -3.1973 2.0701 5.7330
H -3.6995 -0.3212 5.3881
H -2.8353 -1.5152 3.4159
H -2.1293 -0.8462 0.7744
H -0.6368 -1.2751 1.6348
N -3.8915 0.2601 -3.0536
C -2.5839 0.1342 -2.8273
S -1.6583 1.4841 -2.4005
N -2.0257 -1.0896 -2.9593
C -2.6459 -2.2824 -3.4431
C -2.5125 -3.4604 -2.7202
C -3.0674 -4.6386 -3.1973
C -3.7745 -4.6434 -4.3918
C -3.9048 -3.4682 -5.1180
C -3.3324 -2.2923 -4.6574
H -4.3060 1.1688 -2.9461
H -4.4695 -0.5287 -3.2868
H -1.0895 -1.1578 -2.5910
H -1.9771 -3.4470 -1.7778
H -2.9560 -5.5527 -2.6286
H -4.2150 -5.5607 -4.7593
H -4.4365 -3.4702 -6.0610
H -3.3834 -1.3873 -5.2490
C 2.7041 -4.5183 0.4310
Ge 2.6009 -4.0148 -1.4547
C 2.1766 -5.5408 -2.6057
C 4.2448 -3.1173 -2.0165
C 1.0869 -2.7376 -1.6067
Se 1.4489 -1.0823 -0.6409
C 2.2334 -0.0128 -2.0672
H 3.5859 -5.1407 0.5924
H 1.8244 -5.0847 0.7410
H 2.7882 -3.6320 1.0629
H 2.9513 -6.3044 -2.5224
H 2.1116 -5.2314 -3.6498
H 1.2238 -5.9875 -2.3166
H 5.0914 -3.7764 -1.8187
H 4.3969 -2.1959 -1.4491
H 4.2369 -2.8817 -3.0816
H 0.2046 -3.1752 -1.1394
H 0.8501 -2.4993 -2.6451
H 3.2994 -0.2096 -2.1493
H 2.0642 1.0243 -1.7988
H 1.7351 -0.2289 -3.0085
*
```

highest occupied orbital energy = -0.381 hartree
LUMO = -3.05 eV
relative energy (zero: lowest compared OMol25 entry of this formula, charge and spin) = 15.2 kcal/mol

Atom charges from the Löwdin analysis, given in e for atoms 1 to 4: Pd 0.34; C -0.03; C -0.26; C -0.04

***

(2)
Molecular formula: C33H42N5S
Method: DFT, the ωB97M-V functional and the def2-TZVPD basis

ORCA input file:
```
! RIJCOSX wB97M-V def2-TZVPD def2/J DEFGRID3
* xyz 1 1
C 3.3135 2.5144 -3.1790
C 2.5033 2.4833 -1.8886
N 1.4992 1.4010 -1.7900
C 1.1001 0.8783 -2.8981
N 1.6214 1.1302 -4.1489
C 2.4035 2.3203 -4.3721
C 0.8302 0.7669 -5.3095
C 0.0515 -0.4529 -4.8480
S -0.1730 -0.3298 -3.0303
H 3.8396 3.4685 -3.2977
H 4.0602 1.7010 -3.1475
H 3.1672 2.3858 -1.0166
H 1.9835 3.4581 -1.8085
H 1.7282 3.1850 -4.5202
H 2.9730 2.1638 -5.2947
H 0.1782 1.6174 -5.6128
H 1.5336 0.5461 -6.1198
H -0.9289 -0.5266 -5.3352
H 0.6461 -1.3674 -5.0277
C 3.3642 5.3426 4.8737
N 3.8490 4.5325 3.7777
C 5.0781 5.0148 3.1733
C 3.1337 3.4894 3.2541
C 3.8217 2.3513 2.7558
C 3.1031 1.3007 2.2121
C 1.7034 1.4038 1.9734
C 0.9925 0.3513 1.2810
C -0.3831 0.2938 1.1935
C -1.1696 -0.8182 0.8090
C -2.6070 -0.6631 0.5645
C -3.0783 0.5205 -0.0534
C -4.4187 0.6988 -0.3215
C -5.3497 -0.2717 0.1017
N -6.7093 -0.0907 -0.1588
C -7.3786 -0.7177 -1.2741
C -7.5919 0.6318 0.7259
C -4.9125 -1.4342 0.7779
C -3.5625 -1.6522 0.9521
C -0.6001 -2.1476 0.6816
C 0.2828 -2.7045 1.6392
C 0.7914 -3.9813 1.4734
C 0.5491 -4.6735 0.2664
N 1.1377 -5.9163 0.0299
C 0.4668 -7.1694 0.2902
C 2.4383 -6.0755 -0.5779
C -0.2949 -4.1203 -0.7188
C -0.9311 -2.9263 -0.4580
C 1.0386 2.5725 2.4488
C 1.7210 3.5627 3.1460
H 2.5151 4.8540 5.3501
H 4.1594 5.4719 5.6181
H 3.0597 6.3384 4.5335
H 5.3521 4.4071 2.3086
H 4.9608 6.0552 2.8393
H 5.9040 4.9917 3.8985
H 4.9083 2.3032 2.8484
H 3.6042 0.3552 2.0092
H 1.5886 -0.4387 0.8361
H -0.9590 1.1843 1.4050
H -2.3526 1.2747 -0.3624
H -4.7834 1.5809 -0.8578
H -6.6613 -1.2779 -1.8814
H -8.1619 -1.4020 -0.9184
H -7.8574 0.0489 -1.9005
H -7.0396 1.0445 1.5753
H -8.0804 1.4528 0.1835
H -8.3821 -0.0317 1.1049
H -5.6768 -2.1322 1.1458
H -3.2331 -2.5797 1.4374
H 0.5506 -2.1351 2.5306
H 1.4108 -4.4786 2.2314
H -0.5274 -6.9952 0.7144
H 0.3670 -7.7469 -0.6409
H 1.0616 -7.7664 0.9972
H 2.8913 -5.1032 -0.7971
H 3.0970 -6.6368 0.1000
H 2.3485 -6.6489 -1.5129
H -0.4203 -4.6445 -1.6739
H -1.6387 -2.5233 -1.1858
H -0.0327 2.6901 2.3220
H 1.2137 4.4408 3.5486
*
```

highest occupied orbital energy = -0.371 hartree
LUMO = -4.38 eV

Atom charges from the Löwdin analysis, given in e for atoms 1 to 4: C -0.17; C -0.23; N 0.03; C -0.66

***

(3)
Molecular formula: C33H43AsN4PdS4Sb
Method: DFT, the ωB97M-V functional and the def2-TZVPD basis

ORCA input file:
```
! RIJCOSX wB97M-V def2-TZVPD def2/J DEFGRID3
* xyz -2 2
Pd -0.5279 0.2999 0.1313
S -3.2343 -2.7057 -1.5958
Sb -1.8671 -0.8530 -1.5798
S -3.0695 0.9873 -0.6025
S -1.2668 -0.2614 -3.7504
C 0.8008 6.5157 -2.1019
C 0.1602 5.1473 -2.2944
C -0.3073 4.5478 -0.9731
C -0.9679 3.1886 -1.1894
N -0.0691 2.2753 -1.8716
C 0.7755 1.4982 -1.1232
S 1.2668 2.0494 0.4155
N 1.6196 0.6949 -1.8525
C 2.6635 -0.0704 -1.1956
C 3.8678 0.7927 -0.7915
C 4.3274 1.7141 -1.9161
C 5.5122 2.5743 -1.4924
H 1.1663 6.9140 -3.0481
H 1.6398 6.4385 -1.4123
H 0.0816 7.2205 -1.6859
H 0.8854 4.4697 -2.7499
H -0.6877 5.2271 -2.9791
H -1.0293 5.2052 -0.4808
H 0.5493 4.4219 -0.3087
H -1.8730 3.3013 -1.7915
H -1.2644 2.7711 -0.1978
H -0.4610 1.7980 -2.6900
H 1.1722 0.2491 -2.6545
H 2.9927 -0.8413 -1.8965
H 2.2725 -0.5710 -0.2909
H 4.6773 0.1231 -0.4804
H 3.5900 1.4102 0.0631
H 3.4892 2.3617 -2.1784
H 4.5891 1.1231 -2.7997
H 5.2566 3.1384 -0.5985
H 5.7825 3.2740 -2.2807
H 6.3773 1.9540 -1.2642
C -3.2709 -1.3631 6.6679
C -4.1054 -0.5048 5.9705
C -3.8792 -0.2785 4.6271
C -2.8283 -0.8851 3.9438
C -2.0077 -1.7450 4.6629
C -2.2212 -1.9797 6.0107
As -2.6919 -0.4580 1.9465
C -1.8671 1.2454 2.4375
C -2.4701 2.4871 2.5124
C -1.7483 3.5769 2.9830
C -0.4478 3.4063 3.4276
C 0.1687 2.1687 3.3578
C -0.5186 1.0838 2.8254
C 0.0496 -0.2267 2.5068
C 1.3503 -0.6510 2.7607
C 1.7660 -1.9039 2.3450
C 0.8822 -2.7668 1.7098
C -0.4317 -2.3854 1.4859
C -0.8619 -1.1128 1.8631
H -3.4395 -1.5520 7.7196
H -4.9318 -0.0193 6.4766
H -4.5237 0.3989 4.0742
H -1.1725 -2.2284 4.1708
H -1.5623 -2.6515 6.5513
H -3.4977 2.5913 2.1785
H -2.1979 4.5629 2.9968
H 0.1127 4.2587 3.7953
H 1.2041 2.0653 3.6591
H 2.0385 0.0099 3.2722
H 2.7941 -2.2043 2.5027
H 1.2234 -3.7374 1.3716
H -1.1351 -3.0597 1.0012
N 0.7928 -2.2571 -1.1252
C 0.6238 -3.0428 -1.9517
N 0.5659 -3.9434 -2.8992
C 0.5637 -5.3397 -2.5203
C -0.8470 -5.9245 -2.5015
C -1.4997 -5.7148 -3.8656
C -1.5155 -4.2241 -4.1858
C -0.1099 -3.6378 -4.1506
H 1.0459 -5.4319 -1.5438
H 1.1692 -5.8848 -3.2580
H -1.4472 -5.4160 -1.7456
H -0.7873 -6.9879 -2.2483
H -2.5198 -6.0971 -3.8392
H -0.9543 -6.2743 -4.6357
H -2.1162 -3.7060 -3.4359
H -1.9584 -4.0351 -5.1638
H -0.1722 -2.5527 -4.2689
H 0.4973 -4.0554 -4.9671
*
```

highest occupied orbital energy (spin up / spin down) = -0.010 / -0.050 hartree
LUMO (spin up / spin down) = 4.48 / 4.47 eV
relative energy (zero: lowest compared OMol25 entry of this formula, charge and spin) = 50.4 kcal/mol

Atom charges from the Löwdin analysis, given in e for atoms 1 to 4: Pd 0.26; S -0.24; Sb 0.11; S -0.06

***

(4)
Molecular formula: C33H43BeBrN2O6S
Method: DFT, the ωB97M-V functional and the def2-TZVPD basis

ORCA input file:
```
! RIJCOSX wB97M-V def2-TZVPD def2/J DEFGRID3
* xyz 2 1
C -8.6333 -2.4354 1.5434
C -8.0304 -1.3730 1.4627
C -6.9143 -0.2609 1.4268
C -5.4465 -0.8715 1.3765
C -5.2715 -2.3615 1.3303
C -3.8601 -2.9064 1.2391
C -2.7364 -1.9140 1.2142
C -2.8620 -0.4190 1.2875
C -4.2834 0.1241 1.3788
Br -4.6973 2.0303 1.4696
N -1.7738 0.5480 1.2807
C -1.2745 0.8783 2.6419
O -1.0687 -0.2383 3.5196
C 0.2949 -0.3792 3.9388
C 0.4402 -0.8315 5.4915
O 1.6072 -0.1499 5.9827
C 2.7570 -0.9962 5.9627
C 3.4832 -0.9769 4.5466
O 3.6975 0.3775 4.1391
C 4.7370 0.4480 3.1934
C 4.1616 0.0555 1.7371
C -0.7041 0.2079 0.3671
C 0.0391 1.2850 -0.4201
C -0.4059 2.7862 -0.1347
C 0.1934 3.8420 -1.1555
C -0.7829 3.9615 -2.4297
C 0.0301 3.9644 -3.8041
N -0.3195 2.7307 -4.5707
C 0.5858 2.7436 -5.7850
C -1.7174 2.7683 -5.0321
C -2.5190 1.3919 -4.9184
O -2.2658 3.7388 -5.5045
C 1.1814 0.9208 -1.4176
C 1.6210 -0.5568 -1.6739
C 2.7471 -0.8079 -2.7380
C 3.8812 -1.8215 -2.3010
O 3.4158 -3.0765 -1.7693
C 2.9588 -3.9407 -2.7653
C 2.7709 -5.4694 -2.3560
O 2.6544 -3.6329 -3.8932
C 0.8856 -1.5995 -0.8958
C -0.2104 -1.2351 0.0951
S -1.0141 -2.5792 1.0452
H -9.0831 -3.4644 1.4898
H -7.0419 0.3555 2.3603
H -7.1139 0.3361 0.4774
H -6.0985 -3.1166 1.3369
H -3.6106 -4.0018 1.1698
H -0.3845 1.5573 2.5089
H -2.0857 1.5143 3.1323
H 0.7760 -1.1811 3.2746
H 0.9207 0.5573 3.8565
H -0.4383 -0.4575 6.1060
H 0.5158 -1.9549 5.5347
H 3.5162 -0.5991 6.7141
H 2.5389 -2.0579 6.2909
H 2.9075 -1.5671 3.7714
H 4.4927 -1.4896 4.6809
H 5.0631 1.5330 3.1421
H 5.6578 -0.1584 3.4337
H 3.4413 -0.8171 1.8318
H 3.5855 0.9411 1.2921
H 5.0612 -0.1735 1.0859
H 0.0201 3.0535 0.8926
H -1.5276 2.8011 -0.0317
H 0.1514 4.8591 -0.6426
H 1.2732 3.6661 -1.4384
H -1.5208 3.1136 -2.3447
H -1.3217 4.9570 -2.3656
H 1.1397 3.9832 -3.6043
H -0.2632 4.9004 -4.3800
H -0.0748 2.7219 -6.6978
H 1.1932 3.6923 -5.8157
H 1.2718 1.8450 -5.7557
H -2.9957 1.2724 -3.8895
H -3.3532 1.3961 -5.6919
H -1.8384 0.5057 -5.1013
H 1.7316 1.7138 -2.0162
H 3.2691 0.1609 -3.0379
H 2.2244 -1.1734 -3.6821
H 4.4968 -2.0597 -3.2247
H 4.6066 -1.3665 -1.5537
H 1.6840 -5.7846 -2.3796
H 3.3296 -6.1586 -3.0581
H 3.1484 -5.6885 -1.3128
H 1.1267 -2.6871 -1.0255
Be 2.2568 0.5513 0.5618
*
```

highest occupied orbital energy = -0.490 hartree
LUMO = -8.62 eV
relative energy (zero: lowest compared OMol25 entry of this formula, charge and spin) = 155.6 kcal/mol

Atom charges from the Löwdin analysis, given in e for atoms 1 to 4: C 0.08; C -0.12; C -0.19; C -0.17

***

(5)
Molecular formula: C33H43BrN6O5P
Method: DFT, the ωB97M-V functional and the def2-TZVPD basis

ORCA input file:
```
! RIJCOSX wB97M-V def2-TZVPD def2/J DEFGRID3
* xyz 1 1
C 5.7072 -1.4087 -0.1090
C 5.2110 -2.5991 -1.0461
O 3.7745 -2.6834 -0.9110
C 3.2543 -3.7136 -1.7021
O 3.9340 -4.5567 -2.2331
C 1.6678 -3.7181 -1.9445
C 1.0512 -4.8192 -0.9994
C -0.4656 -4.6100 -0.5982
C -0.9277 -3.1309 -0.4356
C -2.1798 -2.6531 -1.1058
C -3.0881 -3.5956 -1.9581
O -3.5776 -4.5433 -1.3977
O -3.3891 -3.3978 -3.2826
C -2.5661 -1.2368 -0.9610
C -1.7376 -0.3045 -0.1690
P -2.1288 1.5232 0.0221
C -0.4516 2.3713 0.1171
O -2.7871 2.0412 -1.4414
N -0.6000 -0.8148 0.4633
C -0.1879 -2.1327 0.3675
Br 1.4282 -2.5689 1.3735
H 6.6491 -0.9251 -0.4971
H 4.9445 -0.5864 -0.0280
H 5.9320 -1.7514 0.9343
H 5.7465 -3.5159 -0.6717
H 5.5504 -2.3220 -2.0848
H 1.5357 -4.0135 -3.0187
H 1.3341 -2.6663 -1.7513
H 1.6561 -4.9745 -0.0628
H 1.1070 -5.8018 -1.5539
H -0.6058 -5.1030 0.4139
H -1.1748 -5.1652 -1.2793
H -2.9319 -2.6044 -3.6309
H -3.5049 -0.8867 -1.4703
H 0.2086 1.9445 -0.6925
H 0.0336 2.1297 1.1080
H -0.5272 3.4873 -0.0201
H -2.2338 1.7112 -2.1829
H -0.0353 -0.1585 1.0137
N -4.5247 -0.4735 3.5155
C -5.3498 0.2067 4.3693
C -5.0585 1.5431 4.2649
C -4.0217 1.6764 3.3075
C -3.7152 0.4167 2.8602
H -4.5155 -1.4708 3.3886
H -6.0699 -0.3176 4.9767
H -5.5383 2.3373 4.8146
H -3.5536 2.5931 2.9826
H -2.9943 0.0770 2.1381
N 10.1712 1.1548 -0.2743
C 10.7665 0.4657 0.7477
C 10.5952 -0.8740 0.5105
C 9.8735 -0.9987 -0.7042
C 9.6286 0.2696 -1.1663
H 10.1386 2.1561 -0.3573
H 11.2579 0.9870 1.5534
H 10.9501 -1.6758 1.1389
H 9.5689 -1.9152 -1.1858
H 9.1162 0.6178 -2.0491
N -6.1285 3.1282 -3.1679
C -5.7910 2.0425 -2.4054
C -6.8207 1.1380 -2.4805
C -7.8140 1.6971 -3.3249
C -7.3578 2.9230 -3.7354
H -5.5618 3.9491 -3.2926
H -4.8527 2.0081 -1.8765
H -6.8565 0.1799 -1.9846
H -8.7565 1.2508 -3.6005
H -7.8004 3.6660 -4.3792
N -2.4040 3.9379 7.3073
C -3.5173 3.6686 6.5569
C -4.3902 4.7160 6.7063
C -3.7782 5.6558 7.5752
C -2.5536 5.1498 7.9271
H -1.6012 3.3392 7.3901
H -3.5915 2.7580 5.9856
H -5.3608 4.7992 6.2420
H -4.1894 6.5971 7.9048
H -1.7782 5.5449 8.5638
N 0.7827 0.5398 -4.6332
C 1.1461 -0.4403 -3.7474
C 2.5113 -0.4441 -3.6538
C 2.9991 0.5754 -4.5090
C 1.9094 1.1677 -5.0987
H -0.1600 0.7646 -4.8999
H 0.4003 -1.0504 -3.2601
H 3.0965 -1.1063 -3.0338
H 4.0303 0.8451 -4.6743
H 1.8381 1.9772 -5.8072
*
```

highest occupied orbital energy = -0.354 hartree
LUMO = -5.04 eV
relative energy (zero: lowest compared OMol25 entry of this formula, charge and spin) = 48.4 kcal/mol

Atom charges from the Löwdin analysis, given in e for atoms 1 to 4: C -0.07; C -0.21; O -0.11; C -0.45